60
Properties=species:S:1:pos:R:3 method="wB97M-V/def2-TZVPD" e_lumo_ev="-11.0311 / -12.6340" charge=+3 multiplicity=6 orbital_gap_ev="4.9 / 3.6"
Ru 10.557 12.315 8.330
C 13.929 12.405 7.441
C 13.210 13.680 7.836
C 13.691 15.014 7.666
C 12.655 15.809 8.247
N 11.706 14.979 8.827
N 12.025 13.722 8.477
B 10.285 15.406 9.366
N 10.033 14.412 10.520
C 9.486 14.463 11.709
C 8.820 13.285 12.008
C 9.162 12.352 10.978
C 9.140 10.883 10.909
N 9.782 13.151 9.999
N 9.173 15.254 8.256
C 7.913 15.538 8.547
C 7.003 15.382 7.477
C 7.520 14.987 6.248
C 6.898 15.127 4.933
N 9.200 12.899 6.819
N 10.153 16.852 9.874
C 10.957 17.387 10.897
C 11.318 18.659 10.564
C 10.793 18.894 9.259
C 10.886 20.119 8.423
N 10.121 17.801 8.809
H 13.984 11.884 8.440
H 13.438 11.830 6.678
H 14.843 12.831 7.041
H 14.653 15.357 7.318
H 12.819 16.909 8.465
H 9.431 15.425 12.149
H 8.157 12.994 12.847
H 9.099 10.470 11.925
H 8.283 10.602 10.251
H 10.017 10.590 10.373
H 7.567 15.668 9.531
H 5.944 15.734 7.518
H 6.240 14.228 4.734
H 6.439 16.101 4.849
H 7.630 14.982 4.104
H 11.190 16.811 11.765
H 11.978 19.364 11.124
H 11.532 20.870 8.834
H 11.213 19.872 7.393
H 9.917 20.622 8.405
S 9.191 14.576 6.645
C 8.353 11.842 7.003
N 8.879 10.807 7.697
C 8.017 9.771 7.900
C 8.324 8.527 8.505
C 7.250 7.694 8.812
C 6.075 7.816 8.062
C 5.823 8.945 7.205
C 6.821 9.932 7.113
S 6.764 11.478 6.216
H 9.380 8.433 8.749
H 7.339 6.920 9.644
H 5.325 7.071 8.178
H 4.902 9.142 6.709